Record 1
DFT (ωB97M-V/def2-TZVPD) results for a single C4H10BN molecule at a distorted geometry.

Calculated values
ΔE to the lowest compared entry with this formula, charge and spin	0.163	eV

Structure (ORCA input):
```
! wB97M-V def2-TZVPD RIJCOSX def2/J DEFGRID3
* xyz 0 1
B -0.67642 -0.03011 -0.43197
C -0.03767 0.98471 0.63166
C 1.14477 0.24719 1.31022
C 1.60842 -0.68851 0.18527
C -2.10882 -0.14317 -1.10971
N 0.44088 -1.01550 -0.60519
H 0.42537 1.76438 -0.12716
H -0.59885 1.48333 1.30214
H 1.85832 0.99922 1.70133
H 0.78029 -0.16601 2.25689
H 2.27464 0.09028 -0.45798
H 2.18482 -1.54942 0.47380
H -2.56948 0.76199 -1.39412
H -2.94810 -0.70670 -0.57275
H -1.91705 -0.57644 -2.15840
H 0.55910 -1.64753 -1.41814
*
```

Atom charges from the Löwdin analysis, given in e for atoms 1 to 5:
1 B -0.372
2 C -0.121
3 C -0.214
4 C -0.240
5 C -0.035

Record 2
DFT (ωB97M-V/def2-TZVPD) results for a molecular structure, C47H49ClN5O2PW at a distorted geometry.

Structure (ORCA input):
```
! wB97M-V def2-TZVPD RIJCOSX def2/J DEFGRID3
* xyz 2 1
W 0.20342 0.23050 0.71937
O 3.49942 1.32300 2.75967
C 2.94122 0.78420 1.83167
N 1.84752 -0.06430 1.90727
C 1.73572 -0.86700 3.06837
C 2.78442 -1.16540 3.93027
C 2.56982 -2.02210 4.99317
C 1.32142 -2.58630 5.19357
C 0.27022 -2.31040 4.33557
C 0.46872 -1.45350 3.25557
N -0.48188 -1.03340 2.29107
C -1.78708 -1.37020 2.49487
O -2.25778 -2.18080 3.26527
C -2.70258 -0.59100 1.59237
C -4.07458 -0.61250 1.81627
C -4.90978 0.05680 0.94017
C -4.33958 0.60880 -0.20033
C -2.96728 0.56840 -0.35423
N -2.12818 0.06060 0.56347
C 3.44622 0.84250 0.41937
C 4.79772 1.04460 0.16727
C 5.28632 0.77180 -1.10123
C 4.39802 0.30670 -2.06053
C 3.05622 0.18750 -1.73903
N 2.56942 0.45430 -0.52443
H 3.76092 -0.73530 3.77937
H 3.38592 -2.25450 5.65727
H 1.16312 -3.25760 6.02197
H -0.68928 -2.76590 4.50987
H -4.44808 -1.15640 2.67067
H -5.97358 0.10970 1.10627
H -4.95408 1.04940 -0.96863
H -2.51658 0.90100 -1.27593
H 5.43662 1.38060 0.96897
H 6.33372 0.89140 -1.32613
H 4.73202 0.03670 -3.04843
H 2.34832 -0.14460 -2.48403
C -2.25868 3.67690 -0.97353
C -1.62318 2.96180 -2.17043
C -1.44808 3.94980 -3.32453
P -0.12708 1.94380 -1.54153
C 1.40012 3.03770 -1.84823
C 1.82852 3.13950 -3.30933
C 1.27052 4.41320 -1.19083
C -0.07378 0.54890 -2.72083
C -0.21578 0.73270 -4.09193
C -0.17428 -0.32430 -4.98903
C -0.35568 -0.09390 -6.45033
C 0.02812 -1.60570 -4.47933
C 0.13712 -1.82220 -3.12343
C 0.06252 -0.76410 -2.20473
N 0.10272 -0.97730 -0.82903
C -0.14058 -2.33590 -0.39583
C -1.40568 -2.92970 -0.57133
C -2.53688 -2.30710 -1.34093
C -1.62728 -4.21490 -0.09843
C -0.63498 -4.94900 0.53087
C -0.90248 -6.31600 1.05637
C 0.63262 -4.38570 0.61077
C 0.90732 -3.11000 0.14627
C 2.34212 -2.66520 0.10717
H -3.18468 4.16420 -1.27403
H -1.59698 4.44470 -0.57953
H -2.49518 2.97660 -0.17193
H -2.31928 2.20370 -2.55573
H -0.83288 4.80490 -3.07003
H -2.43728 4.32490 -3.58693
H -1.05258 3.48870 -4.22333
H 2.20002 2.52180 -1.30643
H 1.14552 3.73730 -3.90053
H 1.91692 2.15640 -3.76403
H 2.80192 3.62250 -3.35643
H 0.48712 5.01800 -1.63583
H 2.20782 4.95270 -1.31563
H 1.08742 4.32360 -0.12413
H -0.35548 1.73050 -4.47093
H -0.21208 0.95230 -6.70713
H -1.36458 -0.38070 -6.74803
H 0.33872 -0.69980 -7.02703
H 0.09062 -2.44210 -5.15753
H 0.26142 -2.82760 -2.75483
H -3.41338 -2.17650 -0.70683
H -2.82218 -2.99090 -2.13873
H -2.27668 -1.35900 -1.79943
H -2.60328 -4.65170 -0.24993
H -1.74368 -6.77310 0.54167
H -1.14718 -6.25160 2.11637
H -0.02698 -6.95380 0.95787
H 1.44042 -4.97350 1.01907
H 2.97552 -3.45810 0.49727
H 2.53822 -1.77050 0.70017
H 2.63772 -2.47970 -0.92543
Cl -2.40418 0.57450 6.66347
C -1.64128 1.10620 5.22697
C -0.25208 1.18210 5.16107
C 0.35952 1.58540 3.99197
C -0.39828 1.89180 2.84837
C 0.25182 2.27540 1.55057
C -1.80098 1.87610 2.96067
C -2.41548 1.48450 4.13047
H 0.33812 0.93870 6.03027
H 1.43622 1.69990 3.97967
H 1.23402 2.73030 1.75887
H -0.36438 3.06510 1.09537
H -2.41038 2.22720 2.13377
H -3.49098 1.48770 4.21207
*
```

Atom charges from the Löwdin analysis, given in e for atoms 1 to 5:
1 W 1.811
2 O 0.136
3 C -0.455
4 N -0.080
5 C -0.231

Record 3
DFT (ωB97M-V/def2-TZVPD) results for 3 unconnected molecules or ions with the total composition C3H11NO3 at a distorted geometry.

Calculated values
ΔE to the lowest compared entry with this formula, charge and spin	2.110	eV

Structure (ORCA input):
```
! wB97M-V def2-TZVPD RIJCOSX def2/J DEFGRID3
* xyz 0 1
C -0.77655 0.86931 1.25495
N 0.14801 -0.05133 0.80367
C 1.40811 -0.47112 1.28850
C 2.36212 -0.18721 0.03903
O -1.69662 1.05961 0.53963
H -0.86510 1.35078 2.24268
H -0.43374 -0.62584 0.11982
H 1.50956 -1.48483 1.58469
H 1.64271 0.12649 2.11975
H 3.40248 -0.01496 0.31148
H 1.85557 0.64956 -0.50029
H 2.28356 -1.04560 -0.63351
H -1.99212 -1.23952 -1.59551
H -2.62721 -0.34743 -0.58370
O -2.41435 -1.23034 -0.80040
H -0.83302 0.95458 -1.49012
H -1.84459 1.09257 -2.46724
O -1.12878 0.59529 -2.23342
*
```

Atom charges from the Löwdin analysis, given in e for atoms 1 to 5:
1 C -0.333
2 N -0.014
3 C -0.227
4 C -0.062
5 O 0.001

Record 4
DFT (ωB97M-V/def2-TZVPD) results for 7 unconnected molecules or ions with the total composition C56H63Cl2FN2O3 at a distorted geometry.

Calculated values
ΔE to the lowest compared entry with this formula, charge and spin	7.344	eV

Structure (ORCA input):
```
! wB97M-V def2-TZVPD RIJCOSX def2/J DEFGRID3
* xyz 0 1
C 2.16281 3.45867 4.25847
C 1.53311 2.37404 3.25737
O 2.05425 2.48867 1.87210
C 0.86687 2.34465 1.05935
C 0.39952 0.94783 0.50045
C 1.31280 -0.30839 0.83582
Cl 0.86635 -1.01045 2.50673
C 1.23159 -1.50701 -0.22798
C 1.32176 -1.05469 -1.76381
Cl -0.22513 -2.59508 0.09930
C -0.91429 0.93206 -0.31577
C -1.73355 2.24732 -0.58673
C -3.09472 2.14319 -1.40995
C -4.32109 2.75329 -0.57392
C -5.06677 1.68699 0.37837
C -4.34151 1.53879 1.83070
C -5.39509 1.70197 3.06177
N -5.23204 3.01022 3.78746
C -1.22875 3.60823 -0.06601
C 0.08031 3.63653 0.76838
C 0.31077 5.15008 1.19678
O 1.26167 5.58543 1.88047
N -0.85415 5.84223 0.63852
C -1.40665 6.95448 1.46130
C -1.83639 6.51989 2.94775
F -3.14951 5.91742 2.95547
C -1.79243 5.08703 -0.20723
O -2.74238 5.52691 -0.88332
H 2.64448 2.86988 5.12242
H 2.92096 4.15535 3.76193
H 1.29286 4.05207 4.72957
H 0.38601 2.44747 3.22992
H 1.77432 1.32785 3.64976
H 2.40785 0.02193 0.94680
H 2.15563 -2.17217 -0.03185
H 0.29425 -1.24656 -2.25596
H 1.68012 0.02145 -1.87963
H 2.05731 -1.70877 -2.36814
H -1.25800 -0.09264 -0.70722
H -3.31527 1.01463 -1.52914
H -3.00525 2.54772 -2.48104
H -4.02366 3.63186 0.11216
H -5.06837 3.18461 -1.33908
H -6.10368 2.14726 0.61060
H -5.24665 0.68486 -0.13401
H -3.52501 2.33205 1.99152
H -3.86620 0.49505 1.88623
H -6.48217 1.63465 2.71581
H -5.18385 0.88492 3.84972
H -4.23665 3.20099 3.96636
H -5.63655 3.76302 3.21451
H -2.32830 7.37977 0.94450
H -0.57757 7.74072 1.58137
H -1.82423 7.47432 3.59869
H -1.10916 5.79499 3.44856
C 4.45233 -0.97167 -5.58164
C 4.14798 -0.31300 -4.39448
C 5.02884 -0.37278 -3.31895
C 6.21968 -1.08384 -3.43425
C 6.52570 -1.73941 -4.62281
C 5.64059 -1.68721 -5.69501
H 3.76369 -0.92764 -6.41880
H 3.22248 0.24713 -4.30703
H 4.78807 0.13551 -2.39104
H 6.90892 -1.12660 -2.59749
H 7.45479 -2.29247 -4.71319
H 5.87720 -2.20310 -6.61948
C 8.50379 -6.25656 -7.39734
C 8.54863 -4.90970 -7.74343
C 8.96297 -3.96422 -6.81054
C 9.34232 -4.36756 -5.53301
C 9.30099 -5.71489 -5.18842
C 8.87772 -6.65910 -6.11868
H 8.17738 -6.99309 -8.12407
H 8.25953 -4.59638 -8.74127
H 8.99144 -2.91326 -7.07866
H 9.67020 -3.63112 -4.80670
H 9.59829 -6.02939 -4.19318
H 8.84042 -7.70893 -5.84788
C 11.94803 -8.69249 -6.16086
C 11.35548 -9.48544 -7.13842
C 11.91082 -10.71834 -7.46635
C 13.05426 -11.16283 -6.80911
C 13.64479 -10.37141 -5.82884
C 13.09461 -9.13445 -5.50743
H 11.51652 -7.72970 -5.90796
H 10.45994 -9.14161 -7.64609
H 11.45235 -11.33344 -8.23330
H 13.48465 -12.12622 -7.06125
H 14.53542 -10.71885 -5.31537
H 13.55832 -8.51529 -4.74705
C -3.98732 -3.48569 2.56784
C -4.75376 -3.96286 3.62668
C -4.14685 -4.28166 4.83742
C -2.77383 -4.11393 4.99250
C -2.00812 -3.63326 3.93480
C -2.61353 -3.32312 2.72117
H -4.46038 -3.24030 1.62265
H -5.82520 -4.08715 3.50783
H -4.74351 -4.65991 5.66062
H -2.30120 -4.35790 5.93807
H -0.93778 -3.50092 4.05630
H -2.01517 -2.95357 1.89559
C -6.97310 6.25399 1.54008
C -7.37950 7.55552 1.81696
C -8.64958 7.79380 2.33262
C -9.51074 6.72870 2.58087
C -9.10325 5.42685 2.30775
C -7.83612 5.18940 1.78325
H -5.98353 6.06876 1.13460
H -6.70577 8.38523 1.62979
H -8.96851 8.80926 2.54206
H -10.49934 6.91412 2.98741
H -9.77417 4.59646 2.50303
H -7.52023 4.17427 1.56492
C -8.60568 0.68838 6.38211
C -9.85695 1.21477 6.68837
C -10.12844 2.55609 6.43732
C -9.15074 3.36920 5.87049
C -7.90067 2.84173 5.56073
C -7.62650 1.50296 5.82031
H -8.39307 -0.35690 6.58115
H -10.62102 0.57902 7.12395
H -11.10185 2.96800 6.68227
H -9.36369 4.41422 5.67006
H -7.14005 3.47425 5.11779
H -6.65055 1.09398 5.58388
*
```

Atom charges from the Löwdin analysis, given in e for atoms 1 to 5:
1 C -0.079
2 C -0.230
3 O -0.123
4 C -0.107
5 C -0.102

Record 5
DFT (ωB97M-V/def2-TZVPD) results for 2 unconnected molecules or ions with the total composition C14H22F3O9P at a distorted geometry.

Structure (ORCA input):
```
! wB97M-V def2-TZVPD RIJCOSX def2/J DEFGRID3
* xyz 0 1
C -3.29157 -0.91311 -0.98359
C -3.40747 -0.06152 -2.22453
O -4.36596 0.63680 -2.41746
O -2.35334 -0.13954 -3.08254
C -1.55392 1.03854 -3.08511
C -0.89646 1.35879 -1.74775
C 0.54481 0.86055 -1.58740
C 1.33562 1.84442 -0.70962
C 1.00859 1.65952 0.80265
C 0.55049 2.92299 1.52636
O 1.18683 2.84555 2.84518
C 0.39464 2.01011 3.57164
O 0.70333 1.43774 4.59360
O -0.83884 1.88960 2.96705
C -0.85315 3.03018 2.08761
P -2.31790 3.14349 0.96456
O -3.59062 3.05716 1.99503
O -2.17927 4.65058 0.31708
H -3.39750 -0.26911 -0.12194
H -2.30360 -1.35268 -0.95016
H -4.04657 -1.68399 -0.97623
H -0.77020 0.86618 -3.80979
H -2.10046 1.90751 -3.43838
H -0.86396 2.43933 -1.67194
H -1.47484 1.02618 -0.89837
H 0.99778 0.84739 -2.57338
H 0.57541 -0.09561 -1.10037
H 2.38081 1.61272 -0.87106
H 1.17469 2.86528 -1.03585
H 0.33227 0.82648 0.93978
H 1.94312 1.39183 1.27039
H 0.81141 3.86894 1.07045
H -0.96135 3.84642 2.80874
H -4.36562 3.32016 1.49154
H -2.48527 4.53936 -0.58338
C 1.80349 -5.10282 2.02259
C 2.97533 -5.18311 1.06869
O 2.66799 -4.55302 -0.19071
C 2.77832 -3.23696 -0.22120
O 3.10436 -2.52842 0.68090
C 2.46134 -2.72367 -1.63313
F 1.36405 -3.29557 -2.13236
F 3.47019 -2.98724 -2.46889
F 2.26766 -1.40882 -1.62185
H 0.90886 -5.52357 1.56302
H 2.02243 -5.65173 2.93728
H 1.58118 -4.06933 2.28567
H 3.19812 -6.22036 0.83010
H 3.87475 -4.74363 1.49705
*
```

Atom charges from the Löwdin analysis, given in e for atoms 1 to 5:
1 C 0.020
2 C -0.530
3 O 0.123
4 O -0.017
5 C -0.165

Record 6
DFT (ωB97M-V/def2-TZVPD) results for a molecular structure, C55H47BrN12O4RbS.

Calculated values
ΔE to the lowest compared entry with this formula, charge and spin	0.000	eV

Structure (ORCA input):
```
! wB97M-V def2-TZVPD RIJCOSX def2/J DEFGRID3
* xyz -1 1
Rb 0.36828 0.13125 0.13654
O -3.40016 -6.13962 4.34352
C -3.59968 -5.97927 3.12650
O -4.26583 -6.64124 2.31168
C -2.87833 -4.74631 2.51469
C -2.00412 -3.98249 3.27548
C -1.32534 -2.93453 2.67154
N -1.49108 -2.60528 1.38888
C -2.37932 -3.29814 0.67310
C -3.07597 -4.38297 1.19103
C -2.60201 -2.78268 -0.70819
C -3.86421 -2.80510 -1.28578
C -4.05902 -2.15389 -2.49312
C -2.98940 -1.51324 -3.09236
C -1.75474 -1.58649 -2.46722
N -1.55241 -2.21248 -1.31189
C -0.34917 -2.08694 3.41033
C -0.55590 -1.69107 4.72678
C 0.37410 -0.85459 5.32407
C 1.47888 -0.43931 4.59807
C 1.60959 -0.89594 3.29552
N 0.72552 -1.70139 2.71834
H -1.85951 -4.25345 4.31323
H -3.75797 -4.97673 0.59641
H -4.68788 -3.27225 -0.76417
H -5.04427 -2.11442 -2.93888
H -3.10467 -0.94580 -4.00496
H -0.88830 -1.10509 -2.91205
H -1.44062 -2.01553 5.25735
H 0.22904 -0.51945 6.34352
H 2.21623 0.22988 5.02033
H 2.45235 -0.60674 2.67646
N 2.27540 -1.13584 -3.03148
C 1.87178 -2.39769 -2.39267
C 1.87300 -3.56468 -3.38246
C 1.61581 -4.96278 -2.81456
C 0.37537 -5.09555 -1.92422
N 0.52998 -4.51142 -0.59607
C 1.42348 -4.92330 0.28345
N 1.62815 -4.24091 1.39966
N 2.07373 -6.09600 0.09620
C 2.73900 -2.58782 -1.11898
O 3.58782 -3.50210 -1.11124
O 2.50385 -1.75541 -0.20591
H 1.75960 -1.00732 -3.89706
H 3.25735 -1.19139 -3.28675
H 0.85035 -2.24282 -2.03751
H 2.83683 -3.57800 -3.89913
H 1.10768 -3.34798 -4.13979
H 2.51256 -5.25405 -2.26774
H 1.49005 -5.66158 -3.64723
H 0.08871 -6.14488 -1.81140
H -0.47418 -4.58747 -2.37967
H 0.07470 -3.62000 -0.41703
H 1.29145 -3.27326 1.46322
H 2.45512 -4.44368 1.93344
H 2.09379 -6.45522 -0.84294
H 2.94707 -6.19546 0.58599
S 1.27237 5.03075 0.49646
C -0.41644 5.13530 0.71540
C -1.09377 4.44196 -0.22786
C -0.24341 3.79808 -1.19851
C 1.09109 4.00022 -0.89285
C 2.34424 3.33473 -1.31097
C 3.38928 4.03130 -1.91118
C 4.56736 3.36030 -2.19525
C 4.67334 2.01560 -1.87615
C 3.58534 1.39589 -1.27635
N 2.45806 2.04103 -0.98887
H -0.82229 5.71175 1.53145
H -2.16830 4.36988 -0.27661
H 3.26011 5.07593 -2.16006
H 5.38837 3.87932 -2.67430
H 5.57395 1.45535 -2.08803
H 3.60352 0.34065 -1.01721
C 3.96035 3.61992 2.75245
C 3.30629 2.53184 2.15538
N 2.05003 2.22194 2.38130
C 1.34388 2.99618 3.22477
C 1.91074 4.09480 3.89480
C 3.25702 4.39601 3.63332
C 1.11710 4.87837 4.79763
C -0.18301 4.58787 5.00285
C -0.80982 3.49709 4.31256
C -2.17647 3.20353 4.46357
C -2.72764 2.17428 3.75053
C -1.89569 1.44047 2.89085
N -0.61456 1.68764 2.73555
C -0.06493 2.69978 3.42820
H 4.99372 3.83082 2.51282
H 3.84232 1.89035 1.46405
H 3.71255 5.24820 4.12433
H 1.58437 5.71139 5.30936
H -0.78078 5.17881 5.68677
H -2.77714 3.80519 5.13598
H -3.77784 1.92911 3.82524
H -2.30960 0.63048 2.30092
Br 2.12617 1.96802 -7.49821
C 1.20635 2.32984 -5.87121
C 1.55872 1.64882 -4.72339
C 0.88474 1.91777 -3.53906
C -0.11591 2.87863 -3.48331
C -0.46308 3.53842 -4.66522
C 0.18826 3.27048 -5.85619
N -0.82837 3.17663 -2.29689
C -2.25834 3.17048 -2.40895
C -3.03295 2.25412 -1.73842
C -4.47594 2.34276 -1.80728
C -5.25785 1.52371 -1.05623
C -4.66178 0.55480 -0.21845
C -3.28577 0.48661 -0.25097
N -2.46959 1.26525 -0.96187
H 2.35442 0.91694 -4.74135
H 1.15396 1.38533 -2.64337
H -1.25877 4.27005 -4.64751
H -0.08880 3.79093 -6.76283
H -2.72589 4.00567 -2.91890
H -4.91458 3.08824 -2.46101
H -6.33872 1.60932 -1.10674
H -5.24315 -0.12076 0.39350
H -2.78932 -0.28623 0.33861
*
```

Atom charges from the Löwdin analysis, given in e for atoms 1 to 5:
1 Rb 0.606
2 O -0.049
3 C -0.697
4 O -0.047
5 C -0.084

The M results, record by record, are as follows: 82.9 966.2 109.1 902.0 422.3 1137.5 g/mol.
The total energy results, record by record, are as follows: -238.024000 -3112.865956 -401.335515 -3526.926596 -1864.798345 -6078.630875 hartree.